# 1
9
Properties=species:S:1:pos:R:3 method="wB97M-V/def2-TZVPD" multiplicity=2 e_above_lowest_kcal_mol=111.92 e_tot_ev=-40803.1408 orbital_gap_ev="5.333 / 8.631" lumo_energy_ha="-0.178 / -0.181" charge=+1
C 1.936 -0.483 0.587
C 1.352 0.167 -0.282
O 0.254 0.297 -0.945
C -1.111 -0.314 -0.447
O -1.043 -1.310 0.326
O -1.939 0.564 -0.453
H 2.671 -0.501 1.377
Yb -2.128 3.007 -0.945
H 0.008 -1.428 0.781

# 2
17
Properties=species:S:1:pos:R:3 method="wB97M-V/def2-TZVPD" multiplicity=1 e_above_lowest_kcal_mol=7.41 e_tot_ev=-8311.4709 orbital_gap_ev=10.856 lumo_energy_ha=-0.124 charge=+1
C -2.423 0.360 -1.453
N -1.670 0.604 -0.177
H -1.799 -0.251 -2.095
H -3.307 -0.225 -1.229
H -2.646 1.329 -1.883
H -0.775 1.117 -0.286
H -1.374 -0.269 0.261
H -2.225 1.128 0.500
C 2.500 -0.377 -0.137
C 1.403 0.019 0.800
N 0.996 -0.929 1.712
O 0.835 1.105 0.763
H 3.471 -0.085 0.263
H 2.384 0.119 -1.096
H 2.494 -1.459 -0.274
H 1.644 -1.687 1.855
H 0.493 -0.497 2.477

# 3
9
Properties=species:S:1:pos:R:3 method="wB97M-V/def2-TZVPD" multiplicity=1 e_above_lowest_kcal_mol=61.23 e_tot_ev=-77293.6090 orbital_gap_ev="9.190 / 9.190" lumo_energy_ha="-0.016 / -0.016"
C -0.461 0.255 -1.279
C -0.306 -0.203 1.530
C 0.665 0.210 -0.374
O -1.057 1.284 -1.569
O -1.101 0.322 2.258
Br 1.874 -1.243 -0.323
H -0.809 -0.850 -1.650
H 0.158 -1.072 1.730
H 1.036 1.298 -0.323

# 4
54
Properties=species:S:1:pos:R:3 method="wB97M-V/def2-TZVPD" multiplicity=1 e_above_lowest_kcal_mol=0.00 e_tot_ev=-36449.4981 orbital_gap_ev=8.128 lumo_energy_ha=0.007 smiles="Cc1c(C)c2ccc(OCC(=O)NCCc3c[nH]c4ccccc34)c(C)c2oc1=O"
C -2.973 -1.316 -4.456
C -2.053 -0.611 -3.506
C -2.390 0.495 -2.793
C -1.430 1.068 -1.880
C -1.695 2.156 -1.043
C -0.748 2.620 -0.163
C 0.512 2.024 -0.097
C 0.833 0.967 -0.950
C -0.155 0.489 -1.811
O 0.174 -0.585 -2.565
C -0.727 -1.206 -3.376
O -0.361 -2.213 -3.940
C 2.192 0.335 -0.942
H 2.217 -0.505 -0.247
H 2.424 -0.051 -1.931
H 2.946 1.063 -0.653
O 1.502 2.456 0.738
C 1.179 2.898 2.041
H 1.569 3.911 2.184
H 0.100 2.914 2.218
C 1.800 1.986 3.117
O 1.721 2.266 4.294
N 2.417 0.909 2.614
H 2.347 0.759 1.619
C 2.975 -0.151 3.415
C 1.964 -1.290 3.639
C 1.363 -1.788 2.365
C 1.853 -2.749 1.527
N 0.990 -2.953 0.483
C -0.086 -2.130 0.630
C -1.240 -2.008 -0.133
C -2.174 -1.081 0.272
C -1.968 -0.286 1.404
C -0.836 -0.414 2.174
C 0.121 -1.358 1.800
H -0.693 0.193 3.056
H -2.725 0.434 1.680
H -3.090 -0.969 -0.290
H -1.396 -2.623 -1.008
H 1.121 -3.609 -0.268
H 2.759 -3.318 1.607
H 1.166 -0.920 4.284
H 2.475 -2.105 4.155
H 3.865 -0.532 2.908
H 3.260 0.278 4.379
H -0.979 3.465 0.467
H -2.658 2.638 -1.078
C -3.739 1.134 -2.903
H -4.255 1.084 -1.945
H -4.350 0.643 -3.652
H -3.632 2.183 -3.174
H -3.871 -1.662 -3.946
H -2.453 -2.176 -4.871
H -3.269 -0.660 -5.274

# 5
9
Properties=species:S:1:pos:R:3 method="wB97M-V/def2-TZVPD" multiplicity=1 e_above_lowest_kcal_mol=41.62 e_tot_ev=-88223.2807 orbital_gap_ev=10.426 lumo_energy_ha=0.020
C -0.711 -0.034 -0.880
C 0.735 -0.586 1.008
N -0.574 1.234 -0.640
O 0.076 -0.936 -0.185
Cl 2.614 -0.569 0.792
Br -1.790 2.247 -1.506
H -1.392 -0.353 -1.712
H 0.416 0.406 1.435
H 0.626 -1.409 1.687

# 6
32
Properties=species:S:1:pos:R:3 method="wB97M-V/def2-TZVPD" multiplicity=2 e_tot_ev=-77829.2949 orbital_gap_ev="7.976 / 7.278" lumo_energy_ha="-0.150 / -0.177" charge=+1
O 1.403 -0.370 -6.168
C 1.137 0.309 -5.299
Cu -1.383 1.412 -1.473
O 0.890 2.611 -3.012
C 0.020 2.179 -2.401
C -1.552 2.735 -0.195
O -1.657 3.560 0.602
C -2.746 0.329 -0.850
O -3.581 -0.379 -0.505
C -2.558 2.140 -2.701
O -3.277 2.548 -3.497
H -1.239 0.282 -2.564
C -0.211 0.955 1.997
P 0.092 0.424 0.251
C 1.490 1.603 0.105
C 0.475 -1.210 0.942
C -0.460 -2.254 0.866
C -0.186 -3.482 1.484
C 1.010 -3.674 2.183
C 1.947 -2.644 2.256
C 1.686 -1.420 1.636
H -0.358 2.047 2.067
H 0.624 0.716 2.687
H -1.137 0.466 2.370
H 2.056 1.393 -0.824
H 1.127 2.651 0.094
H 2.194 1.499 0.955
H -1.396 -2.112 0.346
H -0.911 -4.284 1.436
H 1.210 -4.617 2.675
H 2.871 -2.784 2.807
H 2.420 -0.631 1.729

# 7
8
Properties=species:S:1:pos:R:3 method="wB97M-V/def2-TZVPD" multiplicity=1 e_above_lowest_kcal_mol=4.85 e_tot_ev=-3077.5122 orbital_gap_ev=10.538 lumo_energy_ha=0.038 smiles=N.N
H 1.137 -0.905 1.776
H -0.373 -0.646 1.641
H 0.437 -1.576 0.630
H -0.524 0.650 -2.197
H -0.028 1.813 -1.128
H -0.401 0.324 -0.580
N 0.431 -0.691 1.081
N -0.680 1.032 -1.223

# 8
97
Properties=species:S:1:pos:R:3 method="wB97M-V/def2-TZVPD" multiplicity=3 e_tot_ev=-109321.7188 orbital_gap_ev="6.554 / 4.375" lumo_energy_ha="-0.183 / -0.246" charge=+2
P -0.551 -3.104 -4.235
C -1.514 -2.396 -5.559
C -0.999 -2.345 -6.868
H -0.009 -2.745 -7.075
C -1.765 -1.792 -7.893
H -1.369 -1.760 -8.911
C -3.046 -1.295 -7.620
H -3.647 -0.860 -8.422
C -3.568 -1.370 -6.321
H -4.577 -1.009 -6.113
C -2.812 -1.924 -5.291
H -3.206 -2.007 -4.279
C 1.154 -3.251 -4.748
C 1.840 -2.064 -5.059
H 1.280 -1.129 -5.167
C 3.226 -2.094 -5.186
H 3.761 -1.169 -5.420
C 3.911 -3.305 -5.037
H 4.998 -3.322 -5.142
C 3.221 -4.493 -4.775
H 3.755 -5.445 -4.694
C 1.836 -4.474 -4.625
H 1.282 -5.395 -4.418
C -1.231 -4.699 -3.743
C -1.645 -5.590 -4.755
H -1.520 -5.318 -5.804
C -2.213 -6.817 -4.412
H -2.518 -7.514 -5.195
C -2.388 -7.154 -3.060
H -2.841 -8.108 -2.785
C -1.982 -6.271 -2.051
H -2.109 -6.523 -0.994
C -1.399 -5.050 -2.391
H -1.096 -4.341 -1.621
W -0.215 -0.617 -0.927
C 1.580 -1.119 0.127
C 2.311 -2.177 -0.313
H 1.940 -0.560 1.009
C 1.745 -2.963 -1.476
O 1.683 -4.381 -1.134
H 1.119 -4.862 -1.784
C 0.400 -2.376 -1.682
H 2.360 -2.822 -2.394
C -0.466 -1.939 -2.678
Cl -2.173 0.595 -1.436
P -1.264 -1.277 1.177
P 1.015 1.443 -1.303
C -2.529 -0.182 1.854
H -3.280 0.053 1.094
H -2.039 0.747 2.191
H -2.992 -0.684 2.715
C -2.085 -2.869 0.846
H -1.323 -3.642 0.673
H -2.721 -2.787 -0.046
H -2.700 -3.142 1.718
C -0.232 -1.577 2.634
H 0.110 -0.610 3.030
H 0.634 -2.193 2.365
H -0.839 -2.102 3.386
C 0.359 2.895 -0.443
H 0.556 2.808 0.635
H -0.727 2.960 -0.583
H 0.844 3.793 -0.852
C 2.787 1.537 -0.970
H 3.282 0.621 -1.313
H 2.956 1.651 0.110
H 3.201 2.404 -1.506
C 0.834 1.770 -3.079
H -0.227 1.812 -3.352
H 1.323 0.968 -3.649
H 1.318 2.732 -3.302
P 3.876 -2.732 0.424
C 4.460 -1.518 1.593
C 4.996 -2.931 -0.964
H 3.741 -1.400 2.417
H 4.622 -0.548 1.101
H 5.416 -1.891 1.992
H 4.507 -3.509 -1.762
H 5.890 -3.461 -0.610
H 5.275 -1.940 -1.349
C 3.517 -4.317 1.165
H 3.006 -4.164 2.125
H 4.461 -4.859 1.312
H 2.850 -4.840 0.465
H -1.485 -1.473 -2.673
F -1.062 6.554 5.586
C -0.926 5.442 4.839
C -2.062 4.762 4.395
F -3.289 5.238 4.700
C -1.929 3.619 3.638
F -3.023 2.983 3.176
C -0.641 3.082 3.291
O -0.499 2.027 2.621
C 0.492 3.856 3.724
F 1.710 3.443 3.330
C 0.349 4.990 4.493
F 1.437 5.677 4.903

# 9
12
Properties=species:S:1:pos:R:3 method="wB97M-V/def2-TZVPD" multiplicity=1 e_tot_ev=-55243.1726 orbital_gap_ev=9.588 lumo_energy_ha=0.121 charge=-1
O 1.563 -0.849 1.945
P 1.723 -0.631 0.495
S 0.576 0.956 -0.453
O 1.396 1.258 -1.606
O 0.386 1.987 0.528
N -0.745 0.251 -1.003
S -1.973 0.062 -0.003
O -3.031 0.994 -0.239
O -1.633 -0.265 1.345
Cl -2.675 -1.727 -0.805
H 3.040 -0.309 0.114
H 1.374 -1.726 -0.319

# 10
3
Properties=species:S:1:pos:R:3 method="wB97M-V/def2-TZVPD" multiplicity=1 e_above_lowest_kcal_mol=51.03 e_tot_ev=-29046.7660 orbital_gap_ev=5.568 lumo_energy_ha=-0.174 charge=+1
Li -0.802 3.767 0.247
K -0.089 -3.721 -0.974
Cl 0.891 -0.047 0.727

# 11
11
Properties=species:S:1:pos:R:3 method="wB97M-V/def2-TZVPD" multiplicity=1 e_above_lowest_kcal_mol=16.65 e_tot_ev=-25784.1870 orbital_gap_ev=9.323 lumo_energy_ha=-0.001 smiles="[H]/N=C/N.SS"
S -0.508 0.392 1.603
S -1.646 -1.270 0.807
H 0.620 -0.213 1.704
H -0.939 -1.107 -0.309
N 2.321 0.582 -0.869
C 1.166 0.963 -1.605
N 0.785 0.284 -2.664
H 2.889 1.293 -0.453
H 2.645 -0.346 -0.944
H 0.620 1.889 -1.154
H -0.108 0.702 -3.038

# 12
19
Properties=species:S:1:pos:R:3 method="wB97M-V/def2-TZVPD" multiplicity=2 e_above_lowest_kcal_mol=51.02 e_tot_ev=-31082.2516 orbital_gap_ev="6.941 / 3.699" lumo_energy_ha="-0.221 / -0.340" charge=+1
C 0.136 1.816 -1.295
S 1.880 1.268 -1.700
S 2.116 1.964 -3.723
H 0.146 1.988 -0.198
H -0.158 2.707 -1.871
H -0.628 0.994 -1.456
H 1.273 1.153 -4.257
H 3.382 -1.939 -0.782
H 2.811 -0.695 -0.248
O 2.760 -1.660 0.010
H -3.069 -0.679 3.322
H -4.085 -0.006 2.493
O -3.878 -0.934 2.814
H -1.145 -0.814 0.669
H -1.388 0.662 0.906
O -1.809 -0.077 0.435
H 1.194 -1.486 1.405
H 0.215 -2.595 1.866
O 0.245 -1.667 1.608

# 13
91
Properties=species:S:1:pos:R:3 method="wB97M-V/def2-TZVPD" multiplicity=1 e_above_lowest_kcal_mol=0.00 e_tot_ev=-76307.2557 orbital_gap_ev=8.353 lumo_energy_ha=-0.103 charge=+1
C -1.129 1.085 2.824
C -2.170 1.420 1.772
S -2.129 0.489 0.200
C -0.659 -0.552 0.223
C 0.080 -0.604 -1.129
C -0.890 -0.986 -2.247
C 0.668 0.739 -1.525
N 1.910 1.144 -0.777
O 1.605 1.865 0.399
C 1.535 3.293 0.134
C 0.591 3.954 1.133
C -0.192 5.095 0.482
O 1.274 4.345 2.306
C 2.855 0.030 -0.426
C 2.201 -1.304 -0.132
N 1.163 -1.604 -1.106
H -1.211 1.797 3.646
H -0.110 1.171 2.444
H -1.280 0.077 3.203
H -3.162 1.192 2.169
H -2.152 2.481 1.524
H -0.967 -1.586 0.422
H -0.009 -0.258 1.041
H -1.484 -1.851 -1.952
H -0.327 -1.231 -3.149
H -1.572 -0.165 -2.481
H 0.938 0.746 -2.583
H -0.074 1.519 -1.343
H 2.426 1.769 -1.397
H 2.549 3.693 0.240
H 1.180 3.450 -0.888
H -0.090 3.164 1.453
H -0.291 5.927 1.176
H 0.305 5.493 -0.408
H -1.191 4.781 0.178
H 1.966 4.970 2.090
H 3.401 0.384 0.448
H 3.549 -0.036 -1.264
H 3.000 -2.042 -0.236
H 1.868 -1.352 0.912
H 0.749 -2.492 -0.843
C -5.907 1.059 -1.316
C -6.610 0.500 -0.088
O -7.890 0.138 -0.622
C -7.767 -0.065 -1.952
O -8.598 -0.532 -2.653
O -6.543 0.346 -2.377
H -4.838 0.868 -1.325
H -6.090 2.128 -1.454
H -6.115 -0.390 0.296
H -6.738 1.220 0.716
C -2.237 -3.200 3.441
C -2.713 -4.097 2.315
O -3.868 -3.390 1.833
C -3.733 -2.093 2.145
O -4.391 -1.209 1.700
O -2.693 -1.911 2.994
H -1.158 -3.185 3.558
H -2.710 -3.430 4.395
H -1.981 -4.166 1.510
H -2.998 -5.095 2.630
C 3.831 -6.024 0.940
C 3.535 -5.030 -0.166
O 2.111 -4.860 -0.045
C 1.741 -5.213 1.207
O 0.642 -5.089 1.649
O 2.776 -5.747 1.876
H 4.793 -5.881 1.422
H 3.743 -7.056 0.601
H 4.016 -4.063 0.006
H 3.782 -5.394 -1.157
C 8.397 -5.685 -1.824
C 7.469 -4.489 -1.963
O 6.229 -5.111 -2.329
C 6.252 -6.402 -1.913
O 5.312 -7.128 -1.928
O 7.480 -6.729 -1.470
H 9.145 -5.579 -1.045
H 8.879 -5.950 -2.765
H 7.330 -3.963 -1.017
H 7.764 -3.786 -2.736
C -2.932 8.179 -0.189
C -3.186 9.037 -1.419
O -1.855 9.395 -1.815
C -0.995 8.482 -1.332
O 0.152 8.387 -1.620
O -1.624 7.655 -0.459
H -3.636 7.362 -0.064
H -2.887 8.769 0.727
H -3.650 8.475 -2.231
H -3.760 9.936 -1.221

# 14
25
Properties=species:S:1:pos:R:3 method="wB97M-V/def2-TZVPD" multiplicity=1 e_above_lowest_kcal_mol=41.72 e_tot_ev=-15003.5652 orbital_gap_ev=8.987 lumo_energy_ha=0.012 smiles="CNC(=O)CNCN.O.O"
O 1.569 -1.042 -1.766
C 1.582 -0.675 -0.600
N 2.777 -0.181 -0.114
C 2.877 0.641 1.088
C 0.425 -0.973 0.342
N -0.606 0.019 0.111
C -1.966 -0.416 0.508
N -2.920 0.540 0.063
H 3.578 -0.554 -0.590
H 2.469 1.637 0.916
H 3.944 0.754 1.277
H 2.408 0.140 1.928
H 0.797 -0.986 1.362
H 0.230 -2.021 0.113
H -0.437 0.853 0.651
H -2.090 -1.370 0.000
H -1.960 -0.614 1.580
H -2.982 0.553 -0.944
H -2.774 1.454 0.451
H -0.765 -1.238 -2.500
H -0.492 0.191 -2.591
O -1.250 -0.412 -2.658
H -1.182 2.477 2.934
H -2.442 2.138 2.248
O -1.639 1.702 2.567

# 15
25
Properties=species:S:1:pos:R:3 method="wB97M-V/def2-TZVPD" multiplicity=1 e_above_lowest_kcal_mol=50.61 e_tot_ev=-26293.5223 orbital_gap_ev=8.998 lumo_energy_ha=0.008 smiles=OSn1ccnc1.CCCNC#N
C 1.165 2.654 3.684
C 0.440 3.012 2.583
C 1.934 4.579 3.027
C -0.306 0.401 -1.276
C 0.251 -2.886 -1.318
C -0.884 -2.162 -0.523
C -1.830 -1.283 -1.456
N 2.035 3.716 4.013
N 0.473 0.991 -0.731
N 1.023 4.132 2.005
N -1.170 -0.175 -2.045
O 1.753 4.372 -0.443
S 0.682 5.093 0.687
H 1.168 1.847 4.371
H -0.321 2.577 1.852
H 2.219 5.604 3.059
H 1.224 3.808 -1.092
H 0.901 -2.304 -1.905
H 0.878 -3.420 -0.625
H -0.314 -3.610 -1.901
H -0.640 -1.526 0.254
H -1.520 -2.901 -0.223
H -2.212 -1.868 -2.297
H -2.704 -0.847 -0.785
H -1.606 0.374 -2.894

# 16
26
Properties=species:S:1:pos:R:3 method="wB97M-V/def2-TZVPD" multiplicity=1 e_above_lowest_kcal_mol=0.00 e_tot_ev=-50613.1728 orbital_gap_ev=10.758 lumo_energy_ha=-0.122 smiles="CC(=O)[C@](Cl)(C(O)(Cl)Cl)[N+](C)(C)C" charge=+1
C -0.301 -1.599 -0.170
C -0.307 -2.660 0.876
C 1.183 0.713 -1.327
C 1.738 0.110 0.989
C 0.558 2.031 0.585
C -0.587 -0.135 0.256
C -1.908 0.394 -0.697
N 0.720 0.648 0.044
O -0.237 -1.771 -1.347
O -1.746 0.327 -2.028
Cl -1.071 -0.056 1.975
Cl -3.138 -0.818 -0.198
Cl -2.653 1.953 -0.097
H -0.560 -3.613 0.383
H 0.780 -2.762 1.095
H -0.896 -2.583 1.767
H 0.291 0.850 -1.891
H 1.696 1.605 -1.541
H 1.656 -0.161 -1.782
H 1.459 0.194 1.992
H 1.747 -0.938 0.639
H 2.689 0.576 0.964
H 0.265 2.697 -0.213
H -0.239 2.154 1.324
H 1.472 2.299 0.965
H -2.614 0.545 -2.560